Molecular formula: C40H54N9
Method: DFT, the ωB97M-V functional and the def2-TZVPD basis

## Properties
Frontier orbital gap in eV: 5.67
HOMO in eV: -8.95
2S+1: 1
LUMO level in eV: -3.3
Maximum force in eV Å⁻¹: 4.7
Total charge: +1
Electronic energy in Eh: -2048.9052

Geometry (Å):
C: 2.82492 2.30874 -3.51405
C: 4.30407 2.14196 -3.00729
C: 4.52332 1.19518 -1.80718
C: 3.29246 0.44677 -1.17780
C: 3.54132 -0.49694 0.10522
C: 2.96883 0.30410 1.40119
C: 3.78542 1.66355 1.69485
C: 2.75866 2.88717 1.91463
N: 3.54124 4.16778 1.79443
C: 4.96172 4.09292 2.28597
C: 5.28307 2.87038 3.27923
N: 4.61555 1.57415 2.94079
C: 1.84025 0.59012 -1.69168
C: 1.61862 1.54737 -2.90341
H: 2.63948 3.02343 -4.39726
H: 5.18011 2.72391 -3.47573
H: 5.54169 1.01195 -1.33134
H: 3.00592 -1.50694 -0.04308
H: 4.64529 -0.71747 0.29850
H: 2.90402 -0.38010 2.31639
H: 1.87440 0.56871 1.13341
H: 4.51411 1.80345 0.82762
H: 2.34128 2.85678 2.99274
H: 1.91258 2.88283 1.13644
H: 3.59470 4.38282 0.77290
H: 3.03882 4.98070 2.20608
H: 5.69272 4.11277 1.40978
H: 5.16889 5.06152 2.88259
H: 6.42126 2.67831 3.18973
H: 5.11627 3.18223 4.36897
H: 3.97439 1.30295 3.71359
H: 1.02188 0.01290 -1.15560
H: 0.55822 1.68336 -3.30023
N: -0.47421 0.65908 -5.92572
C: -1.81828 0.40008 -5.97918
C: -2.00285 -0.93433 -5.71274
C: -0.72390 -1.50108 -5.48514
C: 0.19969 -0.49404 -5.62026
H: -0.04794 1.55723 -6.08525
H: -2.52467 1.18535 -6.20266
H: -2.95326 -1.44633 -5.68364
H: -0.50391 -2.53146 -5.24776
H: 1.27524 -0.49813 -5.52659
N: -2.17891 -1.25314 2.26112
C: -2.47039 -0.29099 1.33140
C: -1.55995 0.72728 1.47563
C: -0.68333 0.36208 2.52780
C: -1.08822 -0.86605 2.99125
H: -2.68790 -2.11338 2.38737
H: -3.29912 -0.41309 0.65018
H: -1.52756 1.63358 0.88813
H: 0.15233 0.93459 2.90401
H: -0.69588 -1.49517 3.77587
N: -0.19136 5.13916 2.01562
C: -0.90042 6.08068 1.31504
C: -2.21955 5.97191 1.67784
C: -2.31095 4.93109 2.63642
C: -1.04501 4.43727 2.82775
H: 0.79885 4.98745 1.94556
H: -0.40582 6.74283 0.62047
H: -3.02997 6.57527 1.29685
H: -3.20501 4.58275 3.13181
H: -0.67807 3.64899 3.46812
N: -5.13631 0.41692 -1.06541
C: -4.54576 0.80825 -2.23799
C: -4.81650 -0.14571 -3.18816
C: -5.60401 -1.14698 -2.56791
C: -5.78792 -0.77189 -1.25913
H: -5.09814 0.92494 -0.19653
H: -3.98448 1.72860 -2.29417
H: -4.48562 -0.12461 -4.21562
H: -5.99410 -2.04282 -3.02844
H: -6.32363 -1.24732 -0.45121
N: -6.60635 -5.06081 -2.96331
C: -7.22930 -6.27835 -2.91319
C: -6.84957 -6.99512 -4.02310
C: -5.95999 -6.18118 -4.76706
C: -5.82607 -4.99477 -4.08779
H: -6.70530 -4.32786 -2.27967
H: -7.88820 -6.52912 -2.09582
H: -7.17539 -7.99483 -4.27070
H: -5.47113 -6.43517 -5.69599
H: -5.24584 -4.11121 -4.30711
N: -4.18612 -9.03983 -2.26110
C: -4.23502 -7.71560 -1.92032
C: -3.29725 -7.49541 -0.94078
C: -2.65470 -8.73285 -0.68546
C: -3.22195 -9.66698 -1.51691
H: -4.76823 -9.48401 -2.95249
H: -4.93245 -7.04631 -2.40219
H: -3.09525 -6.54843 -0.46201
H: -1.86448 -8.91908 0.02706
H: -3.02448 -10.72084 -1.64226
N: 7.21094 3.99250 8.30157
C: 7.81422 4.38988 7.13895
C: 7.55461 3.44004 6.18136
C: 6.76010 2.43507 6.78787
C: 6.56192 2.80480 8.09569
H: 7.23948 4.49625 9.17349
H: 8.37589 5.31055 7.09379
H: 7.89780 3.46613 5.15736
H: 6.37554 1.54052 6.31944
H: 6.01787 2.32580 8.89550